(1)
The following is a quantum chemistry calculation of a cluster of 10 separate species, C24H34N6O12 in total at a distorted geometry, from OMol25.

Each line ends with the Mulliken charge.
Element x y z (Å)
O: -0.756 1.495 5.364  -0.64
C: -1.372 1.438 4.308  0.41
O: -2.655 1.731 4.212  -0.34
C: -3.036 1.708 2.926  -0.21
C: -1.783 1.303 2.153  0.25
O: -0.816 1.215 3.120  -0.09
H: -3.823 0.968 2.784  0.18
H: -3.346 2.703 2.607  0.29
H: -1.576 2.100 1.438  0.50
H: -1.869 0.373 1.591  -0.48
O: 2.291 -2.923 1.950  -0.55
C: 2.422 -2.115 2.874  0.50
O: 1.676 -0.970 3.140  -0.03
C: 2.117 -0.321 4.331  -0.25
C: 3.296 -1.108 4.740  -0.34
O: 3.297 -2.234 3.918  -0.36
H: 2.270 0.758 4.325  0.27
H: 1.317 -0.549 5.036  0.21
H: 3.168 -1.401 5.782  0.31
H: 4.174 -0.505 4.508  0.28
O: -5.604 1.690 0.143  -0.57
C: -5.010 0.752 -0.344  0.58
O: -5.057 0.373 -1.626  -0.36
C: -4.195 -0.763 -1.823  -0.28
C: -3.369 -0.764 -0.575  0.55
O: -4.170 -0.082 0.366  -0.32
H: -4.723 -1.694 -2.033  0.28
H: -3.516 -0.575 -2.655  0.16
H: -2.421 -0.294 -0.837  -0.28
H: -3.177 -1.801 -0.302  0.08
O: -0.292 -0.850 -1.752  -0.28
C: 0.489 -0.153 -1.134  -0.55
O: 0.539 0.017 0.174  0.57
C: 1.652 0.806 0.543  -0.16
C: 1.946 1.503 -0.766  -0.39
O: 1.542 0.576 -1.717  -0.03
H: 1.364 1.527 1.308  0.18
H: 2.504 0.196 0.844  0.10
H: 2.996 1.793 -0.791  0.46
H: 1.417 2.456 -0.800  0.08
C: 3.182 -3.306 -1.356  -0.47
C: 3.937 -2.117 -1.000  0.50
N: 4.554 -1.150 -0.685  -0.59
H: 3.938 -4.085 -1.457  0.36
H: 2.643 -3.037 -2.264  0.15
H: 2.445 -3.510 -0.579  0.14
C: 0.818 6.030 1.992  -0.81
C: 0.972 5.446 0.642  0.40
N: 1.071 4.947 -0.421  -0.46
H: -0.210 6.334 2.191  0.27
H: 1.526 6.859 1.966  0.31
H: 1.064 5.388 2.838  0.26
C: -1.012 -3.276 1.502  -0.46
C: -1.634 -2.397 2.505  0.48
N: -2.154 -1.674 3.273  -0.58
H: -0.228 -3.997 1.732  0.37
H: -0.718 -2.588 0.709  -0.15
H: -1.832 -3.872 1.102  0.40
C: 3.270 -0.315 -4.099  -0.17
C: 2.287 -0.477 -5.218  0.31
N: 1.535 -0.555 -6.076  -0.48
H: 4.217 -0.660 -4.514  0.41
H: 3.041 -0.977 -3.263  -0.25
H: 3.311 0.692 -3.683  0.15
C: -0.653 2.045 -3.908  -0.50
C: -1.533 2.193 -2.717  0.38
N: -2.201 2.412 -1.811  -0.41
H: 0.152 2.778 -3.968  0.31
H: -1.207 1.928 -4.840  0.37
H: -0.163 1.075 -3.833  -0.08
C: -1.228 -2.894 -4.131  -0.37
C: -1.778 -3.439 -2.890  0.42
N: -2.186 -3.863 -1.882  -0.50
H: -1.205 -3.567 -4.988  0.40
H: -0.182 -2.788 -3.843  -0.06
H: -1.749 -1.963 -4.354  0.19

LUMO level: 0.19 eV
SMILES: O=C1OCCO1.O=C1OCCO1.O=C1OCCO1.O=C1OCCO1.CC#N.CC#N.CC#N.CC#N.CC#N.CC#N
multiplicity: 1
ΔE to the lowest compared entry with this formula, charge and spin: 36.43 kJ/mol
E_HOMO: -10.53 eV
gap between HOMO and LUMO: 0.394 Eh

(2)
The following is a quantum chemistry calculation of a cluster of 2 separate species, C2H10NOS2 in total at a distorted geometry, from OMol25.

Each line ends with the Mulliken charge.
Element x y z (Å)
N: -1.054 -1.031 -0.431  -0.29
C: 0.038 -0.865 0.599  -0.78
C: 0.079 0.621 1.030  -0.60
S: 1.535 0.990 1.833  -0.06
S: 1.225 3.038 2.087  -0.17
H: -0.782 -0.623 -1.377  0.38
H: -1.844 -0.503 -0.014  0.39
H: -1.403 -2.003 -0.617  0.37
H: 0.919 -1.186 0.063  0.39
H: -0.237 -1.553 1.405  0.37
H: 0.147 1.145 0.088  0.41
H: -0.680 0.822 1.867  0.43
H: 2.218 2.987 3.045  0.19
H: 0.596 -0.180 -3.123  0.30
H: -0.657 -0.964 -3.601  0.32
O: -0.099 -0.695 -2.854  -0.64

LUMO level: -3.43 eV
multiplicity: 1
total charge: +1
ΔE to the lowest compared entry with this formula, charge and spin: 121.09 kJ/mol
E_HOMO: -11.47 eV
gap between HOMO and LUMO: 0.296 Eh

(3)
The following is a quantum chemistry calculation of a structure of composition C49H63N4O3S4ScSiTe at a distorted geometry, from OMol25.

Each line ends with the Mulliken charge.
Element x y z (Å)
Sc: 0.352 1.041 0.205  0.22
C: 3.030 -1.113 2.811  -0.91
C: 3.411 -2.294 2.209  -1.00
C: 2.703 -2.751 1.113  -0.87
C: 1.630 -2.010 0.626  -0.37
N: 1.350 -0.800 1.134  1.23
C: 2.000 -0.399 2.232  -0.35
C: 0.698 -2.616 -0.368  0.97
C: 0.622 -3.998 -0.401  -0.94
C: -0.209 -4.586 -1.353  -0.90
C: -0.922 -3.793 -2.203  -1.65
C: -0.851 -2.379 -2.080  1.24
N: -0.040 -1.815 -1.154  0.68
C: -1.607 -1.558 -2.968  0.39
C: -2.550 -1.989 -3.902  -0.18
C: -3.431 -1.146 -4.532  -1.57
C: -3.509 0.187 -4.023  -0.43
C: -2.606 0.665 -3.160  -0.31
N: -1.373 -0.107 -2.904  2.12
H: 3.500 -0.741 3.710  0.53
H: 4.232 -2.880 2.603  0.52
H: 2.974 -3.682 0.640  0.62
H: 1.655 0.524 2.675  0.49
H: 1.153 -4.601 0.318  0.54
H: -0.284 -5.665 -1.420  0.39
H: -1.544 -4.237 -2.964  0.27
H: -2.616 -3.050 -4.102  0.35
H: -4.165 -1.519 -5.231  0.34
H: -4.359 0.818 -4.255  0.44
H: -2.636 1.606 -2.636  0.43
S: -0.325 2.238 2.216  -0.47
C: -2.074 2.351 2.092  0.41
C: -2.768 3.271 2.878  -0.81
C: -4.142 3.413 2.768  -0.56
C: -4.846 2.632 1.860  -0.67
C: -4.172 1.699 1.087  -0.65
C: -2.792 1.538 1.198  0.58
S: -1.971 0.280 0.286  -0.40
H: -2.207 3.879 3.576  0.43
H: -4.661 4.136 3.388  0.32
H: -5.920 2.740 1.761  0.34
H: -4.712 1.068 0.392  0.46
C: 7.527 1.108 -0.014  -1.49
C: 6.352 0.141 0.120  1.88
C: 6.701 -0.926 1.153  -1.56
C: 6.018 -0.509 -1.220  -1.33
O: 5.185 0.793 0.614  1.17
Si: 4.547 2.268 0.235  -2.76
S: 2.542 2.394 0.623  0.47
O: 5.062 2.539 -1.315  0.73
C: 5.045 3.735 -2.097  1.77
C: 3.795 4.566 -1.830  -1.34
C: 6.300 4.547 -1.776  -1.83
C: 5.091 3.270 -3.549  -1.69
O: 5.373 3.431 1.085  0.46
C: 5.313 3.794 2.465  1.92
C: 4.927 2.613 3.352  -1.22
C: 6.717 4.274 2.825  -1.89
C: 4.304 4.930 2.614  -1.62
H: 8.431 0.558 -0.289  0.55
H: 7.703 1.617 0.936  0.15
H: 7.328 1.862 -0.773  0.09
H: 7.568 -1.507 0.833  0.41
H: 5.856 -1.596 1.291  0.07
H: 6.927 -0.455 2.112  0.37
H: 6.885 -1.046 -1.616  0.47
H: 5.714 0.253 -1.937  0.02
H: 5.195 -1.215 -1.092  0.18
H: 3.819 4.990 -0.824  0.15
H: 2.892 3.960 -1.899  0.08
H: 3.734 5.387 -2.550  0.57
H: 6.336 4.767 -0.710  0.04
H: 6.300 5.486 -2.337  0.51
H: 7.197 3.983 -2.046  0.35
H: 4.199 2.696 -3.791  0.14
H: 5.965 2.632 -3.699  0.36
H: 5.156 4.122 -4.230  0.38
H: 5.567 1.755 3.134  0.07
H: 3.891 2.322 3.185  0.16
H: 5.052 2.883 4.404  0.60
H: 7.428 3.448 2.749  0.36
H: 6.744 4.666 3.845  0.42
H: 7.028 5.061 2.136  0.29
H: 3.313 4.583 2.321  0.24
H: 4.589 5.764 1.968  0.27
H: 4.264 5.283 3.647  0.46
Te: -1.173 -1.732 3.744  -0.30
C: -0.861 -2.831 5.515  -0.17
C: 0.263 -2.910 6.305  -0.28
C: 0.118 -3.735 7.453  -0.53
C: -1.121 -4.296 7.552  -0.48
S: -2.100 -3.801 6.225  -0.19
H: 1.169 -2.378 6.050  0.37
H: 0.905 -3.899 8.181  0.32
H: -1.486 -4.954 8.324  0.34
C: -1.745 5.324 -4.833  -1.81
C: -1.425 4.775 -3.465  0.76
C: -1.840 5.441 -2.324  -0.96
C: -1.539 4.905 -1.069  0.24
C: -2.031 5.557 0.195  -1.49
C: -0.810 3.740 -0.993  0.13
C: -0.358 3.024 -2.123  -0.42
C: -0.706 3.586 -3.369  -0.55
N: 0.347 1.864 -1.888  1.64
C: 0.889 1.103 -3.011  3.31
C: 1.684 1.899 -4.088  -2.27
C: 1.946 0.163 -2.412  -1.41
C: -0.243 0.377 -3.782  -2.10
H: -2.330 6.242 -4.761  0.37
H: -2.319 4.604 -5.423  0.33
H: -0.834 5.548 -5.393  0.32
H: -2.405 6.365 -2.402  0.27
H: -2.281 6.607 0.027  0.44
H: -1.283 5.493 0.986  0.25
H: -2.924 5.048 0.569  0.15
H: -0.581 3.348 -0.007  0.35
H: -0.447 3.101 -4.296  0.28
H: 2.026 2.852 -3.684  0.29
H: 1.116 2.105 -4.995  0.31
H: 2.559 1.322 -4.391  0.67
H: 2.813 0.761 -2.123  -0.22
H: 2.260 -0.598 -3.133  0.63
H: 1.594 -0.369 -1.534  -0.33
H: -0.713 1.080 -4.466  0.36
H: -1.128 0.149 -1.932  -1.71
H: 0.122 -0.479 -4.352  0.36

LUMO level: 3.79 eV
multiplicity: 1
total charge: -2
ΔE to the lowest compared entry with this formula, charge and spin: 210.56 kJ/mol
E_HOMO: -0.85 eV
gap between HOMO and LUMO: 0.170 Eh

(4)
The following is a quantum chemistry calculation of an isolated molecule of C2H4N2OS at a distorted geometry, from OMol25.

Each line ends with the Mulliken charge.
Element x y z (Å)
H: -1.553 1.549 -0.128  0.29
N: -1.808 0.563 -0.126  -0.73
C: -0.709 -0.057 -0.024  0.37
N: -0.567 -1.403 -0.035  -0.52
C: 0.600 0.719 0.027  0.65
O: 0.563 1.889 0.077  -0.49
S: 2.047 -0.286 -0.063  -0.24
H: 0.095 -1.832 0.614  0.22
H: -1.470 -1.877 0.006  0.29
H: 2.801 0.735 -0.348  0.15

LUMO level: 0.17 eV
SMILES: [H]/N=C(/N)C(=O)S
multiplicity: 1
ΔE to the lowest compared entry with this formula, charge and spin: 110.88 kJ/mol
E_HOMO: -9.92 eV
gap between HOMO and LUMO: 0.371 Eh